This record from the OMol25 dataset describes a cluster of 3 separate species, C48H58ClNO11PS in total at a distorted geometry. The level of theory is the ωB97M-V functional and the def2-TZVPD basis.

```
121
Properties=species:S:1:pos:R:3:forces:R:3
C 10.8006 -3.4571 3.1078 -0.4 -0.3 0.1
C 9.4229 -2.8865 2.8060 0.5 0.2 -0.2
O 8.7863 -3.7091 1.8565 -0.1 -0.3 0.2
C 7.3662 -3.5987 1.8138 0.0 0.3 0.1
C 6.8961 -3.0146 0.4863 -0.2 -0.2 -0.1
C 5.5166 -3.5269 0.0709 -0.1 0.2 0.7
C 4.4069 -3.0550 1.0349 0.5 -0.3 -0.7
C 3.0773 -3.7317 0.7115 -0.2 0.6 0.5
P 1.8088 -3.8625 2.1096 0.8 0.4 0.0
S 0.0609 -4.2960 3.6082 -0.6 -0.2 0.3
Cl 0.7104 -5.3020 0.8487 -0.1 -0.1 -0.1
C 2.8805 -5.0967 3.0624 -0.3 -0.4 0.1
C 2.9752 -6.5756 2.6583 0.3 -0.1 0.4
C 1.9750 -7.5327 3.3215 0.1 -0.1 -0.1
O 1.0376 -8.1024 2.4275 0.0 -0.1 0.0
C -0.3092 -7.9540 2.7948 -0.4 0.1 0.1
O 0.7850 -2.6707 1.3930 -0.1 -0.1 0.4
C 0.6885 -1.4486 2.0612 0.5 0.2 -0.5
C -0.7127 -1.0943 2.5736 0.1 -0.1 -0.1
C -1.6871 -1.1649 1.4284 -0.2 0.2 -0.2
C -2.1893 -2.5186 1.0186 -0.2 0.0 0.3
N -2.0820 -0.1347 0.7818 0.0 -0.1 0.1
C 1.8805 -1.3532 3.0824 -0.8 -0.1 0.0
C 1.4149 -1.0954 4.5241 0.2 0.3 0.2
O 1.1944 0.2927 4.8155 -0.1 0.0 -0.2
O 1.7371 0.6123 6.0970 0.2 -0.1 0.0
C 2.8243 -0.2772 2.5351 0.0 -0.2 0.7
C 4.0970 0.0295 3.3536 0.1 0.6 -1.1
C 5.2918 0.2615 2.4003 -0.1 -0.1 0.4
O 3.9188 1.2200 4.1256 0.1 -0.5 0.5
O 2.4698 -2.6258 3.1329 0.0 -0.1 -0.3
H 10.6962 -4.3131 3.7757 0.1 0.0 0.0
H 11.2573 -3.8300 2.1936 0.1 0.2 -0.1
H 11.4262 -2.7071 3.5860 0.1 0.0 0.0
H 8.8571 -2.8240 3.7390 -0.2 0.0 0.0
H 9.5350 -1.8754 2.3948 -0.1 0.1 0.1
H 7.0282 -2.9578 2.6328 0.0 0.0 0.1
H 6.9342 -4.5854 1.9988 0.0 -0.1 -0.2
H 6.8564 -1.9266 0.5771 0.2 0.1 -0.2
H 7.6325 -3.2776 -0.2744 0.1 0.0 0.0
H 5.5262 -4.6196 0.1152 0.1 -0.1 -0.3
H 5.2896 -3.2005 -0.9446 -0.1 -0.2 -0.1
H 4.3504 -1.9735 0.9286 -0.1 0.1 0.2
H 4.7509 -3.2692 2.0451 -0.2 0.1 0.2
H 3.2711 -4.7490 0.3800 -0.1 -0.1 -0.1
H 2.5760 -3.1662 -0.0725 0.0 -0.3 -0.3
H 0.5456 -3.9149 4.8016 0.2 0.0 -0.1
H 3.8970 -4.7006 3.0794 -0.1 0.2 -0.2
H 2.5449 -5.0641 4.0974 0.0 0.1 0.1
H 3.0076 -6.7468 1.5840 -0.2 0.1 -0.1
H 3.9507 -6.9058 3.0350 0.1 0.0 -0.1
H 1.4862 -7.0288 4.1580 -0.2 0.1 -0.1
H 2.5381 -8.3706 3.7510 0.0 0.0 0.0
H -0.4470 -8.0006 3.8802 0.1 0.0 0.1
H -0.8846 -8.7681 2.3513 0.1 -0.1 -0.1
H -0.7269 -7.0062 2.4505 0.1 0.1 0.0
H 0.8872 -0.6996 1.2830 0.0 0.1 0.0
H -0.6657 -0.0656 2.9404 0.0 0.0 0.1
H -1.0149 -1.7494 3.3878 -0.1 -0.1 -0.1
H -3.2007 -2.4331 0.6274 0.0 0.0 -0.1
H -1.5350 -2.9613 0.2702 0.1 0.0 0.0
H -2.1879 -3.1942 1.8728 0.1 -0.1 0.0
H -1.6554 0.7095 1.1679 0.0 0.0 0.1
H 2.1905 -1.4839 5.1824 0.1 0.1 0.0
H 0.4830 -1.6238 4.7187 0.1 -0.2 0.0
H 1.2012 0.0850 6.7057 -0.2 0.0 0.0
H 2.2404 0.6446 2.4736 0.0 0.1 0.0
H 3.0605 -0.5691 1.5146 0.1 -0.1 0.0
H 4.3187 -0.7792 4.0440 0.0 0.0 0.2
H 5.8888 1.0825 2.7945 0.1 0.0 0.1
H 5.9419 -0.6085 2.3251 -0.1 -0.1 -0.2
H 4.9359 0.5468 1.4104 0.1 0.0 -0.1
H 3.7474 1.9278 3.5059 -0.1 0.3 -0.2
C -0.9592 9.2495 -1.6967 0.0 0.0 0.0
C 0.1593 8.4801 -2.0002 0.0 0.0 0.0
C 0.0838 7.0986 -1.9629 0.1 0.1 0.0
C -1.1089 6.4789 -1.6124 -0.1 0.0 0.0
C -2.2262 7.2510 -1.2902 0.0 -0.1 0.0
C -2.1487 8.6374 -1.3424 0.1 0.1 0.0
C -3.5078 6.6109 -0.8741 -0.1 0.0 0.0
O -4.4804 7.2864 -0.6068 0.0 0.0 0.0
C -3.5538 5.1256 -0.7996 0.1 0.0 0.0
C -4.7218 4.5068 -0.3717 -0.1 -0.1 0.0
C -4.7891 3.1252 -0.3081 0.0 0.0 0.0
C -3.6958 2.3513 -0.6824 -0.1 -0.1 0.0
C -2.5297 2.9636 -1.1109 0.1 -0.1 0.1
C -2.4475 4.3502 -1.1605 0.0 0.1 0.0
C -1.1743 4.9880 -1.5961 0.1 -0.1 0.0
O -0.2184 4.3225 -1.9321 0.0 0.0 0.0
H -0.8995 10.3294 -1.7335 0.0 0.0 0.0
H 1.0910 8.9610 -2.2674 0.0 0.0 0.0
H 0.9458 6.4918 -2.2023 0.0 -0.1 0.0
H -3.0223 9.2265 -1.1005 0.0 -0.1 0.0
H -5.5704 5.1138 -0.0883 0.0 0.1 0.0
H -5.6972 2.6456 0.0325 0.0 0.0 0.0
H -3.7435 1.2709 -0.6330 0.1 0.0 0.1
H -1.6763 2.3639 -1.3981 0.0 0.1 0.0
C -4.4573 3.5827 -3.9726 0.0 0.0 0.0
C -4.7514 4.9071 -4.2803 0.0 0.0 0.0
C -5.8234 5.2123 -5.1009 0.1 0.1 0.1
C -6.6040 4.1915 -5.6285 0.0 -0.1 0.0
C -6.2982 2.8593 -5.3353 -0.1 0.1 0.0
C -5.2283 2.5611 -4.5005 0.1 0.0 0.1
C -7.0954 1.7444 -5.9178 0.0 -0.1 0.1
O -6.8409 0.5871 -5.6618 0.0 0.0 0.0
C -8.2190 2.0928 -6.8359 0.0 0.1 0.0
C -8.9463 1.0701 -7.4315 -0.1 -0.1 -0.1
C -9.9996 1.3730 -8.2766 0.0 0.0 0.0
C -10.3363 2.6996 -8.5256 0.0 0.0 0.0
C -9.6125 3.7223 -7.9378 -0.1 0.0 -0.1
C -8.5476 3.4236 -7.0970 0.1 -0.1 0.0
C -7.7625 4.5403 -6.4954 0.0 0.1 0.0
O -8.0614 5.6964 -6.7127 0.0 0.0 0.0
H -3.6248 3.3485 -3.3192 -0.1 0.0 -0.1
H -4.1419 5.7048 -3.8745 0.0 0.0 0.0
H -6.0613 6.2399 -5.3380 -0.1 0.0 0.0
H -5.0052 1.5285 -4.2693 0.0 0.0 0.0
H -8.6794 0.0422 -7.2289 0.1 0.0 0.1
H -10.5623 0.5749 -8.7427 0.0 0.0 0.0
H -11.1639 2.9340 -9.1821 0.0 0.0 0.0
H -9.8640 4.7564 -8.1276 0.1 0.0 0.0
```
Positions in Å, forces in eV/Å.

Summary:
- E_HOMO (Eh) = -0.188
- energy relative to the best compared isomer or geometry (same formula, charge and spin) (eV) = 0.3618
- charge = -1
- multiplicity = 1
- orbital gap (eV) = 5.33


This record from the OMol25 dataset describes the molecule C6H8ClNO2 at a distorted geometry. The level of theory is the ωB97M-V functional and the def2-TZVPD basis.

```
18
Properties=species:S:1:pos:R:3:forces:R:3
C 0.6521 1.2012 -1.2808 3.0 2.3 -3.0
C 1.1575 0.1636 -0.7372 1.1 -3.2 1.7
C 0.3457 -0.7580 0.1604 -1.9 0.4 -0.7
C 0.1355 -0.0784 1.5501 -2.2 -0.9 -2.5
C -1.0821 -1.3883 -0.4708 2.1 2.0 2.0
O -0.6215 -2.5780 -1.0810 -2.4 1.1 -0.9
C 0.4625 -2.9819 -0.4946 2.6 -3.6 0.7
O 0.8814 -4.1113 -0.6020 0.0 0.4 -0.1
N 1.0180 -2.0162 0.2664 -0.3 1.1 0.7
Cl 2.4380 -2.0657 1.1585 0.0 -0.7 -0.3
H 1.3060 1.8366 -1.9587 -1.3 -0.6 1.0
H -0.3542 1.2951 -1.2327 -3.0 1.1 0.1
H 2.1957 -0.1867 -0.8264 -0.3 0.6 -0.1
H -0.7470 0.5892 1.4329 1.0 0.1 0.3
H 1.0626 0.3652 1.6665 1.4 1.5 1.2
H -0.1065 -0.8053 2.2925 0.0 -0.5 0.6
H -1.5669 -1.5699 0.5334 -0.4 -0.2 -1.5
H -1.6271 -0.7235 -1.1927 0.5 -0.8 0.9
```
Positions in Å, forces in eV/Å.

Summary:
- E_HOMO (Eh) = -0.353
- energy relative to the best compared isomer or geometry (same formula, charge and spin) (eV) = 3.0042
- multiplicity = 1
- orbital gap (eV) = 10.20
- SMILES string = C=C[C@@]1(C)COC(=O)N1Cl